73
Properties=species:S:1:pos:R:3:mulliken_charge:R:1 method="wB97M-V/def2-TZVPD" e_homo_ha=-0.084 homo_lumo_gap_ev=4.60 total_charge=-1 lumo_ev=2.320
C -0.9880 -2.2593 0.0284 -1.616
C -0.5075 -0.8736 -0.3005 1.303
C -1.3850 0.1192 -0.8354 -0.470
C 0.9198 -0.6348 0.0083 -1.601
Sn 1.5185 -0.6959 2.1110 0.772
C 3.6577 -0.3761 2.4606 0.140
C 4.0383 0.3316 3.5992 -0.348
C 5.4049 0.5214 3.8569 -0.489
C 6.3624 0.0096 2.9728 -0.458
C 5.9606 -0.7031 1.8364 -0.517
C 4.5954 -0.9029 1.5736 -0.391
C 0.4854 0.8980 3.1479 0.310
C 0.1957 0.7438 4.5012 -0.240
C -0.4808 1.7719 5.1740 -0.638
C -0.8624 2.9268 4.4830 -0.410
C -0.5645 3.0610 3.1214 -0.587
C 0.1197 2.0421 2.4418 -0.377
C 1.0407 -2.5495 3.1484 0.424
C 2.0345 -3.5184 3.2942 -0.622
C 1.7506 -4.6917 4.0105 -0.462
C 0.4790 -4.8906 4.5600 -0.419
C -0.5099 -3.9139 4.4004 -0.663
C -0.2323 -2.7353 3.6896 -0.255
H -0.1269 -2.9346 0.1555 0.367
H -1.5201 -2.2968 0.9860 0.172
H -1.6860 -2.7006 -0.7081 0.388
H -0.9205 1.1500 -0.7795 0.045
H -2.4358 -0.0446 -0.4863 0.020
H 1.5513 -1.4951 -0.2635 0.580
H 1.2846 0.3241 -0.3554 0.481
H 3.2899 0.7357 4.2873 0.306
H 5.7051 1.0706 4.7486 0.362
H 7.4229 0.1667 3.1728 0.340
H 6.7011 -1.1092 1.1478 0.359
H 4.2830 -1.4655 0.6884 0.357
H 0.4818 -0.1643 5.0378 0.405
H -0.7057 1.6539 6.2331 0.364
H -1.3924 3.7228 5.0077 0.349
H -0.8533 3.9593 2.5781 0.379
H 0.3604 2.1507 1.3807 0.175
H 3.0285 -3.3674 2.8638 0.311
H 2.5295 -5.4447 4.1362 0.355
H 0.2596 -5.8059 5.1153 0.344
H -1.5028 -4.0547 4.8303 0.347
H -1.0105 -1.9734 3.5794 0.467
Br -6.6334 5.0734 -1.0410 -0.254
C -5.3773 3.7203 -1.4231 0.069
C -5.4483 2.4753 -0.7756 -0.564
C -4.5602 1.4531 -1.1374 -0.331
C -3.5266 1.6816 -2.0683 0.511
C -2.5279 0.6006 -2.4266 -0.107
C -1.9080 0.7573 -3.7402 -0.362
C -1.1506 -0.2160 -4.3167 -0.958
C -0.4247 -0.0476 -5.5511 1.039
C 0.1939 -1.1795 -6.1242 -0.607
C 0.9457 -1.0896 -7.2912 -0.406
C 1.0566 0.1489 -7.9500 0.018
Br 2.1197 0.2783 -9.5065 -0.248
C 0.4242 1.2904 -7.4184 -0.477
C -0.3288 1.1894 -6.2459 -0.530
C -3.4351 2.9668 -2.6501 -0.436
C -4.3497 3.9825 -2.3382 -0.622
H -6.2277 2.3033 -0.0358 0.381
H -4.7369 0.4516 -0.7342 0.369
H -2.9621 -0.4088 -2.3111 0.552
H -2.0405 1.6949 -4.2949 -0.008
H -1.1691 -1.2335 -3.9119 0.192
H 0.1021 -2.1340 -5.6114 0.311
H 1.4405 -1.9682 -7.6981 0.370
H 0.5323 2.2387 -7.9397 0.378
H -0.8200 2.0728 -5.8433 0.351
H -2.6998 3.1955 -3.4179 0.325
H -4.2647 4.9454 -2.8367 0.384

***

18
Properties=species:S:1:pos:R:3:mulliken_charge:R:1 method="wB97M-V/def2-TZVPD" smiles="CC(C)N(C)C=O" e_homo_ha=-0.342 homo_lumo_gap_ev=10.17 relative_energy_kj_mol=42.4 lumo_ev=0.871
C 0.6238 -0.8027 -1.4708 -1.511
C -0.2967 -0.6535 -0.2624 0.337
C 0.1429 -1.5470 0.8991 -1.295
N -0.4239 0.7474 0.1512 0.161
C 0.7380 1.6062 0.2186 -0.832
C -1.6412 1.1877 0.5704 0.104
O -2.6569 0.5185 0.6088 -0.576
H 1.6706 -0.6011 -1.2123 0.339
H 0.5711 -1.8303 -1.8447 0.415
H 0.3296 -0.1296 -2.2830 0.378
H -1.3116 -0.9439 -0.5477 0.331
H -0.4899 -1.3759 1.7751 0.358
H 0.0521 -2.6018 0.6162 0.374
H 1.1886 -1.3653 1.1774 0.292
H 1.5141 1.1856 0.8701 0.288
H 1.1723 1.7783 -0.7728 0.282
H 0.4408 2.5753 0.6302 0.304
H -1.6236 2.2520 0.8766 0.255

***

8
Properties=species:S:1:pos:R:3:mulliken_charge:R:1 method="wB97M-V/def2-TZVPD" e_homo_ha=-0.575 homo_lumo_gap_ev=7.25 total_charge=+1 relative_energy_kj_mol=303.4 lumo_ev=-8.380
C 0.2415 0.0416 -0.0188 -0.815
P 2.0863 0.1007 0.2559 0.649
Cl 2.7659 1.1648 2.7810 -0.089
Br 2.9873 -1.9272 0.0700 0.075
Br 3.0001 1.3489 -1.2494 0.105
H -0.2889 -0.8544 0.5475 0.352
H -0.0021 -0.1295 -1.1956 0.369
H -0.1057 1.1197 0.0555 0.353

***

88
Properties=species:S:1:pos:R:3:mulliken_charge:R:1 method="wB97M-V/def2-TZVPD" smiles="CCCCCCCCCCCC[C@]1(S(C)(=O)=O)OS(=O)(=O)O[C@@]1(Cl)P(=O)(O)O.CC(C)=O.CC(C)=O.CC(C)=O" e_homo_ha=-0.349 homo_lumo_gap_ev=9.65 lumo_ev=0.164
C 9.2850 -1.1088 0.5095 -1.003
C 8.9801 -2.0088 -0.6966 -0.699
C 7.8824 -1.4961 -1.6415 -0.130
C 7.9352 -0.0008 -1.9786 -0.436
C 6.6160 0.5444 -2.5528 -0.736
C 5.7413 1.2329 -1.4993 -0.957
C 5.2794 0.3186 -0.3629 0.110
C 4.2733 -0.7502 -0.8341 -0.747
C 2.8445 -0.4787 -0.3665 -0.768
C 1.9082 -1.6733 -0.5485 -1.017
C 0.5938 -1.5526 0.2332 -0.682
C -0.4965 -0.8240 -0.5740 -1.359
C -1.9586 -1.1396 -0.2456 0.150
S -3.0159 0.0367 -1.2346 1.242
C -2.8866 -0.5299 -2.9129 -1.006
O -4.3660 -0.0841 -0.7506 -0.564
O -2.3478 1.3001 -1.1571 -0.671
O -2.2179 -0.7000 1.0921 -0.333
S -2.1974 -1.8577 2.1769 1.219
O -0.9823 -1.8350 2.8899 -0.573
O -3.4340 -1.8704 2.8561 -0.561
O -2.1121 -3.0587 1.1134 -0.395
C -2.3852 -2.6685 -0.2411 0.927
Cl -1.3700 -3.6118 -1.3384 -0.093
P -4.1427 -3.3330 -0.5753 0.570
O -4.1165 -4.7668 -0.7872 -0.673
O -4.7278 -2.4731 -1.7550 -0.486
O -4.9238 -2.7992 0.6926 -0.229
H 9.5359 -1.7001 1.3911 0.389
H 8.4231 -0.4895 0.7706 0.120
H 10.1136 -0.4256 0.3157 0.281
H 9.8951 -2.1901 -1.2672 0.352
H 8.6707 -2.9880 -0.3217 0.363
H 6.9005 -1.7653 -1.2418 -0.130
H 7.9745 -2.0393 -2.5883 0.403
H 8.7301 0.1470 -2.7157 0.446
H 8.1928 0.5863 -1.0929 0.147
H 6.0729 -0.2678 -3.0480 0.332
H 6.8496 1.2886 -3.3189 0.357
H 6.3032 2.0738 -1.0894 0.412
H 4.8501 1.6519 -1.9832 0.349
H 6.1457 -0.1625 0.0980 -0.154
H 4.8187 0.9109 0.4300 0.454
H 4.5693 -1.7415 -0.4710 0.415
H 4.2853 -0.8227 -1.9263 0.218
H 2.8545 -0.1871 0.6888 0.397
H 2.4467 0.3735 -0.9320 0.187
H 2.4292 -2.5789 -0.2245 0.476
H 1.6904 -1.8035 -1.6150 0.230
H 0.7746 -0.9767 1.1424 0.408
H 0.2746 -2.5406 0.5517 0.646
H -0.4064 0.2462 -0.3953 0.555
H -0.3393 -0.9781 -1.6439 0.489
H -1.9946 -1.1399 -3.0381 0.299
H -2.7851 0.3885 -3.4906 0.484
H -3.7786 -1.0785 -3.1906 0.342
H -5.2417 -1.6998 -1.4629 0.363
H -5.2672 -3.5619 1.1916 0.274
C -8.3652 1.4023 2.4503 -1.259
C -8.3339 -0.0043 1.9012 0.682
O -9.3179 -0.7073 1.9023 -0.559
C -7.0163 -0.4828 1.3473 -0.710
H -9.3619 1.6351 2.8175 0.312
H -7.6411 1.5027 3.2607 0.424
H -8.0803 2.1141 1.6726 0.309
H -6.2383 -0.4526 2.1124 0.311
H -6.6933 0.1711 0.5335 0.260
H -7.1267 -1.4994 0.9800 0.270
C -11.4641 3.4381 -0.6513 -1.041
C -11.8456 2.0645 -1.1554 0.806
O -12.3096 1.9031 -2.2589 -0.554
C -11.6107 0.9162 -0.2067 -0.739
H -11.6741 4.1836 -1.4139 0.308
H -12.0231 3.6718 0.2567 0.316
H -10.4027 3.4614 -0.3962 0.263
H -12.1692 1.0692 0.7184 0.326
H -10.5552 0.8532 0.0609 -0.026
H -11.9201 -0.0179 -0.6684 0.315
C 7.8798 2.9141 2.8085 -1.010
C 6.5594 3.3264 2.2043 0.816
O 6.1979 2.9086 1.1293 -0.450
C 5.7144 4.2815 3.0107 -1.208
H 8.3939 2.2274 2.1402 0.156
H 8.5026 3.7933 2.9836 0.356
H 7.7150 2.4330 3.7744 0.333
H 6.2654 5.2061 3.1925 0.347
H 5.4807 3.8443 3.9832 0.343
H 4.7938 4.5021 2.4766 0.302